Record 1
{"formula": "C6H37NO13", "method": "ωB97M-V/def2-TZVPD", "e_above_lowest_kcal_mol": 143.6, "e_homo_ev": -9.30, "total_charge": 0, "orbital_gap_ev": 9.326, "species": ["C", "C", "N", "C", "C", "C", "C", "O", "H", "H", "H", "H", "H", "H", "H", "H", "H", "H", "H", "H", "H", "H", "H", "O", "H", "H", "O", "H", "H", "O", "H", "H", "O", "H", "H", "O", "H", "H", "O", "H", "H", "O", "H", "H", "O", "H", "H", "O", "H", "H", "O", "H", "H", "O", "H", "H", "O"], "coordinates": [[0.713, -0.533, -1.156], [-0.837, -0.529, -1.134], [-1.215, -0.055, 0.209], [-1.689, -1.336, 0.859], [-2.832, 1.089, 1.577], [-2.398, 0.871, 0.114], [-3.552, 0.560, -0.773], [-3.646, -0.472, -1.385], [1.100, -1.456, -1.633], [1.118, -0.631, -0.173], [1.226, 0.392, -1.326], [-1.355, -1.404, -1.504], [-1.149, 0.169, -1.929], [-1.668, -1.255, 2.014], [-0.808, -2.056, 0.729], [-2.604, -1.779, 0.362], [-3.380, 0.306, 2.069], [-1.913, 1.047, 2.194], [-3.394, 2.006, 1.714], [-1.879, 1.800, -0.201], [-4.485, 1.148, -0.717], [3.705, -0.300, 0.720], [4.930, -0.995, 0.208], [4.369, -0.951, 0.961], [0.656, 0.857, 3.288], [1.057, 0.156, 4.734], [0.630, 0.849, 4.233], [0.467, 3.676, 1.792], [0.213, 3.249, 3.328], [0.232, 2.928, 2.393], [-1.415, -1.622, -3.541], [-2.867, -1.301, -3.203], [-2.294, -1.692, -3.914], [0.492, -2.867, -0.497], [1.390, -3.005, 0.533], [1.421, -3.124, -0.456], [-0.181, 4.936, 0.335], [1.199, 4.569, 0.058], [0.685, 5.041, 0.704], [2.359, -3.146, 4.031], [0.837, -3.037, 3.806], [1.679, -2.563, 3.790], [0.830, -1.732, -4.279], [2.076, -2.133, -4.119], [1.326, -2.576, -4.540], [-0.385, -3.655, -2.082], [-1.712, -4.283, -1.243], [-1.096, -3.602, -1.411], [2.532, 3.098, -1.357], [2.388, 2.704, 0.086], [1.879, 2.819, -0.729], [1.731, 0.270, 1.066], [2.144, 1.451, 1.976], [2.351, 1.004, 1.115], [0.734, 2.742, -3.180], [0.252, 1.896, -1.892], [0.036, 2.458, -2.626]], "forces_ev_per_a": [[-0.444, -1.711, -0.150], [1.653, 2.212, -1.142], [-3.111, -1.918, -0.785], [2.152, -0.726, 1.439], [0.586, 0.298, 0.464], [2.139, 0.947, 1.590], [-0.789, -1.120, 0.622], [0.139, -0.443, -0.810], [0.218, 1.342, -0.446], [-0.395, -0.933, 0.977], [-0.079, 0.628, -1.345], [0.427, -0.629, 0.753], [0.029, 0.457, 0.473], [-0.826, 0.101, -1.869], [-1.402, 0.716, -0.083], [0.952, 0.504, 0.923], [-0.799, -0.653, -0.524], [-0.289, 0.863, -0.479], [0.144, 0.251, 0.094], [-0.794, -0.035, -0.077], [0.432, 0.793, 0.094], [-0.088, 0.304, 0.300], [0.817, -0.230, -0.921], [-0.472, -0.141, 0.729], [0.331, -0.709, -0.565], [0.304, -0.508, -0.924], [-0.779, 1.196, 1.525], [-0.168, -0.144, 0.759], [0.105, -0.255, -1.342], [0.177, 0.148, 0.795], [0.128, -0.080, 0.027], [0.653, -0.548, -0.884], [-0.920, 0.584, 0.765], [-0.473, -0.407, -1.094], [1.365, -0.492, -0.960], [-0.425, -0.024, 2.563], [-1.074, 0.196, -0.220], [0.788, -0.550, -0.659], [0.173, 0.398, 0.587], [1.281, -1.376, 0.479], [0.436, -0.055, 0.120], [-1.782, 1.506, -0.642], [-0.615, -1.812, -1.177], [1.379, -1.217, -0.144], [-0.791, 3.063, 1.400], [-1.193, -1.235, 0.317], [-0.275, -1.500, -0.698], [1.305, 2.363, 0.063], [0.518, 0.280, -0.751], [-0.207, -0.592, -0.021], [-0.054, 0.547, 0.615], [-0.305, 0.163, 0.057], [0.220, -0.519, -0.979], [0.049, 0.558, 1.512], [1.348, -0.093, -0.216], [1.030, -0.009, 0.098], [-2.727, 0.249, -0.234]]}



Record 2
{"formula": "C19H33AsN5O4PtS2Si2", "method": "ωB97M-V/def2-TZVPD", "e_above_lowest_kcal_mol": 8.1, "e_homo_ev": -10.84, "total_charge": 1, "orbital_gap_ev": 8.143, "species": ["Pt", "C", "C", "N", "O", "C", "C", "N", "O", "H", "H", "H", "H", "H", "H", "H", "N", "C", "C", "C", "C", "C", "C", "S", "O", "O", "N", "C", "S", "C", "C", "N", "H", "H", "H", "H", "H", "H", "H", "H", "C", "Si", "C", "C", "As", "Si", "C", "C", "C", "H", "H", "H", "H", "H", "H", "H", "H", "H", "H", "H", "H", "H", "H", "H", "H", "H", "H"], "coordinates": [[0.816, -0.927, -0.982], [1.750, -3.643, -4.190], [1.423, -2.516, -3.272], [0.804, -2.656, -2.153], [0.461, -3.930, -1.813], [1.769, -1.139, -3.622], [2.321, -0.737, -4.945], [1.498, -0.274, -2.691], [1.639, 0.999, -2.799], [1.601, -4.601, -3.706], [2.784, -3.553, -4.521], [1.118, -3.596, -5.079], [0.256, -3.836, -0.852], [1.686, -1.095, -5.756], [3.320, -1.150, -5.097], [2.382, 0.347, -4.993], [-3.761, -0.414, 6.268], [-2.751, -0.301, 5.365], [-1.447, -0.701, 5.695], [-0.433, -0.618, 4.769], [-0.702, -0.141, 3.487], [-1.987, 0.278, 3.150], [-2.999, 0.202, 4.075], [0.591, -0.119, 2.326], [1.831, -0.097, 3.031], [0.262, 1.159, 1.551], [0.487, -1.290, 1.241], [0.878, -2.570, 1.639], [1.261, -3.076, 3.250], [1.422, -4.695, 2.703], [1.198, -4.746, 1.377], [0.893, -3.546, 0.772], [-3.543, -0.596, 7.231], [-4.635, 0.049, 6.092], [-1.236, -1.070, 6.690], [0.573, -0.904, 5.039], [-2.182, 0.701, 2.176], [-3.994, 0.541, 3.816], [1.690, -5.489, 3.379], [1.256, -5.638, 0.772], [3.241, 3.595, -0.702], [1.393, 3.581, -0.789], [0.709, 3.933, -2.469], [0.552, 4.505, 0.585], [0.728, 1.306, -0.286], [-1.525, 0.843, -1.166], [-1.545, 0.781, -3.028], [-2.441, -0.579, -0.366], [-2.455, 2.406, -0.678], [3.605, 4.617, -0.843], [3.666, 2.967, -1.485], [3.597, 3.239, 0.265], [1.026, 4.942, -2.750], [-0.380, 3.913, -2.484], [1.092, 3.231, -3.208], [0.853, 5.555, 0.543], [0.830, 4.117, 1.565], [-0.534, 4.462, 0.489], [-0.995, -0.051, -3.463], [-1.151, 1.708, -3.446], [-2.593, 0.694, -3.329], [-1.933, -1.541, -0.385], [-3.376, -0.675, -0.928], [-2.705, -0.367, 0.668], [-2.044, 3.282, -1.183], [-2.403, 2.587, 0.398], [-3.513, 2.336, -0.950]], "forces_ev_per_a": [[0.947, 0.014, 0.997], [-0.035, 0.037, -0.028], [-0.113, 0.050, -0.209], [0.499, -0.314, 0.282], [-0.466, 0.129, -0.210], [0.017, 0.095, -0.049], [0.033, 0.023, 0.007], [-0.356, 0.070, -0.084], [0.007, 0.008, 0.039], [-0.003, -0.008, 0.020], [-0.008, 0.002, -0.007], [-0.005, -0.007, 0.001], [0.411, -0.058, 0.180], [0.001, -0.008, 0.002], [0.001, -0.002, 0.001], [-0.001, -0.009, -0.003], [-0.009, 0.029, 0.030], [0.022, -0.020, -0.020], [-0.032, 0.019, 0.017], [0.009, 0.037, -0.002], [0.020, -0.238, -0.016], [0.013, 0.058, -0.007], [-0.003, 0.009, 0.023], [-0.166, 0.241, 0.122], [0.166, 0.017, -0.036], [-0.039, -0.182, 0.118], [0.080, -0.145, -0.649], [-0.321, -0.172, 0.037], [0.100, 0.076, -0.013], [-0.009, 0.028, 0.056], [0.075, 0.033, -0.152], [-0.297, -0.007, 0.388], [-0.006, -0.010, -0.003], [-0.004, -0.015, -0.004], [0.001, 0.001, 0.007], [0.014, 0.008, 0.014], [0.012, 0.011, 0.051], [-0.007, 0.005, 0.000], [0.007, -0.010, -0.012], [-0.005, 0.003, -0.021], [0.005, 0.000, -0.004], [0.221, 0.021, 0.206], [-0.050, -0.006, -0.015], [0.007, -0.017, 0.006], [-0.532, -0.365, -1.064], [-0.362, 0.905, 0.088], [0.094, -0.061, 0.010], [0.127, -0.105, -0.027], [-0.090, -0.085, 0.025], [0.005, -0.011, -0.010], [-0.003, -0.011, -0.003], [0.007, 0.008, 0.008], [0.008, 0.010, 0.008], [0.016, 0.004, -0.016], [0.006, -0.005, -0.003], [-0.003, 0.002, -0.003], [0.012, 0.006, 0.010], [-0.005, 0.003, 0.010], [-0.013, -0.032, 0.000], [0.032, -0.025, -0.013], [-0.005, 0.011, 0.003], [-0.003, -0.011, -0.063], [-0.004, 0.007, 0.002], [-0.016, -0.040, -0.069], [-0.022, 0.000, 0.012], [-0.008, 0.015, 0.034], [0.027, -0.017, 0.002]]}



Record 3
{"formula": "C9H36O8PS2", "method": "ωB97M-V/def2-TZVPD", "e_homo_ev": -11.83, "total_charge": 1, "orbital_gap_ev": 7.425, "species": ["C", "C", "O", "S", "P", "S", "H", "H", "H", "H", "H", "H", "H", "H", "C", "O", "H", "H", "H", "H", "C", "O", "H", "H", "H", "H", "C", "O", "H", "H", "H", "H", "C", "O", "H", "H", "H", "H", "C", "O", "H", "H", "H", "H", "C", "O", "H", "H", "H", "H", "C", "O", "H", "H", "H", "H"], "coordinates": [[1.710, 0.490, -0.190], [0.778, -0.032, -1.261], [-0.620, 0.034, -0.699], [-1.745, -0.062, -1.792], [-3.444, 0.176, -0.357], [-3.025, 1.530, 0.918], [1.162, 1.155, 0.469], [2.107, -0.328, 0.397], [2.530, 1.014, -0.666], [0.808, 0.554, -2.176], [0.966, -1.068, -1.519], [-1.722, 1.131, -2.435], [-3.494, -1.138, 0.117], [-4.531, 0.437, -1.216], [3.180, -3.291, 1.405], [3.565, -1.909, 1.372], [2.134, -3.347, 1.110], [3.777, -3.882, 0.713], [3.286, -3.690, 2.416], [4.489, -1.863, 1.633], [3.359, 0.630, 3.859], [4.344, 0.703, 2.833], [3.809, 1.031, 4.763], [2.475, 1.224, 3.611], [3.053, -0.403, 4.044], [3.951, 0.343, 2.035], [-0.465, 1.721, 3.891], [0.134, 1.657, 2.598], [0.317, 2.007, 4.588], [-1.258, 2.473, 3.929], [-0.870, 0.753, 4.194], [-0.542, 1.405, 1.965], [2.772, -6.459, -0.692], [3.721, -5.418, -0.912], [2.651, -6.561, 0.383], [1.801, -6.219, -1.136], [3.121, -7.411, -1.096], [3.841, -5.325, -1.859], [-0.273, 4.354, 0.422], [0.161, 3.624, -0.730], [-0.239, 5.413, 0.185], [-1.302, 4.085, 0.677], [0.376, 4.156, 1.275], [0.142, 2.697, -0.487], [-1.339, -0.303, -5.211], [-0.086, 0.245, -4.806], [-1.418, -1.283, -4.746], [-2.164, 0.333, -4.864], [-1.408, -0.417, -6.292], [0.020, 1.107, -5.217], [-6.844, 2.420, -0.559], [-6.558, 1.531, -1.649], [-7.017, 1.804, 0.319], [-6.008, 3.095, -0.361], [-7.740, 3.007, -0.757], [-6.426, 2.069, -2.434]], "forces_ev_per_a": [[-0.373, -0.386, -0.229], [0.347, -0.063, 0.067], [0.455, 0.408, 0.102], [-0.147, -1.221, -0.920], [-0.116, 1.304, 0.872], [-0.120, -0.083, -0.025], [0.189, 0.254, 0.149], [0.085, -0.093, 0.204], [0.118, 0.187, 0.021], [-0.216, 0.197, -0.040], [-0.088, -0.172, -0.007], [-0.137, 0.362, 0.333], [0.022, -0.265, -0.385], [0.055, -0.323, -0.227], [0.264, 0.201, 0.149], [-0.142, -0.099, -0.067], [-0.020, 0.028, -0.009], [-0.093, -0.002, 0.012], [-0.091, -0.035, -0.005], [0.064, 0.061, 0.046], [0.062, -0.007, -0.084], [-0.062, 0.035, 0.065], [0.026, -0.002, 0.023], [0.021, -0.016, -0.008], [-0.011, 0.004, 0.020], [-0.051, -0.075, -0.046], [-0.018, 0.001, -0.111], [0.118, 0.038, 0.043], [0.020, 0.012, 0.019], [0.009, 0.003, 0.018], [0.004, 0.002, 0.012], [-0.235, -0.094, -0.015], [0.100, 0.086, -0.067], [-0.172, -0.153, -0.069], [0.002, -0.004, 0.027], [-0.015, -0.012, 0.024], [-0.005, -0.025, 0.030], [0.107, 0.005, -0.070], [0.000, -0.140, -0.024], [-0.199, 0.102, -0.055], [0.041, -0.002, -0.122], [0.002, 0.079, 0.073], [-0.024, 0.018, 0.041], [0.120, -0.099, 0.095], [0.152, 0.212, 0.099], [-0.187, -0.044, 0.293], [-0.027, -0.042, -0.045], [-0.102, -0.110, -0.118], [-0.017, -0.001, -0.007], [0.084, 0.017, -0.118], [-0.012, -0.036, -0.107], [0.367, 0.015, 0.218], [-0.014, -0.025, 0.014], [0.000, -0.008, 0.009], [-0.021, -0.009, 0.014], [-0.121, 0.014, -0.111]]}



Record 4
{"formula": "C16H22N3O4Yb", "method": "ωB97M-V/def2-TZVPD", "s2": 0.75, "e_above_lowest_kcal_mol": 3.5, "e_homo_ev": [-7.43, -7.43], "total_charge": 0, "spin_multiplicity": 2, "orbital_gap_ev": [7.942, 7.941], "species": ["Yb", "C", "C", "O", "C", "C", "C", "N", "N", "C", "O", "C", "C", "C", "C", "C", "C", "H", "H", "H", "H", "H", "H", "H", "H", "H", "H", "H", "H", "N", "C", "O", "C", "C", "H", "H", "H", "H", "H", "H", "C", "O", "H", "H", "H", "H"], "coordinates": [[-0.368, 0.076, -0.129], [1.033, -0.115, -4.286], [1.175, -0.226, -2.793], [0.077, -0.399, -2.127], [2.428, -0.141, -2.228], [2.750, -0.178, -0.829], [4.186, -0.045, -0.420], [1.823, -0.290, 0.082], [2.262, -0.252, 1.423], [1.275, -0.262, 2.250], [-0.006, -0.343, 1.900], [1.586, -0.168, 3.708], [0.545, -0.156, 4.628], [0.814, -0.074, 5.990], [2.124, -0.006, 6.439], [3.168, -0.015, 5.521], [2.903, -0.095, 4.163], [-0.022, -0.101, -4.553], [1.509, -0.966, -4.778], [1.514, 0.792, -4.653], [3.256, -0.004, -2.911], [4.831, -0.001, -1.295], [4.478, -0.880, 0.217], [4.318, 0.856, 0.181], [-0.472, -0.207, 4.266], [-0.004, -0.064, 6.701], [2.334, 0.055, 7.501], [4.193, 0.042, 5.866], [3.706, -0.097, 3.439], [-4.282, 1.957, -0.439], [-3.000, 1.594, -0.540], [-2.666, 0.430, -0.224], [-1.990, 2.605, -1.020], [-0.655, 2.454, -0.260], [-4.962, 1.286, -0.123], [-4.567, 2.894, -0.658], [-2.444, 3.600, -0.976], [-1.842, 2.381, -2.082], [-0.769, 2.929, 0.719], [0.099, 3.042, -0.784], [-0.091, -3.446, -0.210], [-0.792, -2.289, 0.261], [-0.815, -4.204, -0.490], [0.557, -3.836, 0.572], [0.513, -3.178, -1.075], [-0.417, -1.984, 1.106]], "forces_ev_per_a": [[-1.612, 0.624, -0.721], [0.009, -0.062, -0.170], [-0.026, -0.053, 0.227], [0.504, -0.055, -0.718], [0.074, 0.014, 0.164], [-0.046, -0.025, -0.155], [0.129, -0.018, -0.075], [0.518, 0.055, 0.348], [0.249, -0.022, -0.412], [-0.420, -0.018, 0.307], [0.941, -0.278, 1.171], [-0.049, -0.076, -0.121], [-0.019, 0.015, 0.112], [-0.020, -0.009, -0.051], [0.005, 0.003, -0.015], [-0.019, -0.007, -0.041], [-0.005, 0.027, 0.011], [0.025, 0.009, 0.004], [-0.025, 0.038, 0.004], [-0.014, -0.036, -0.002], [0.025, -0.009, 0.039], [0.012, -0.001, 0.031], [-0.014, -0.002, -0.025], [-0.019, -0.012, -0.026], [0.006, -0.007, 0.004], [0.020, -0.002, -0.031], [-0.012, 0.001, -0.049], [-0.028, -0.004, -0.014], [-0.018, -0.015, 0.015], [-0.043, 0.053, -0.059], [0.199, -0.291, 0.208], [-0.024, 0.342, -0.136], [0.035, -0.018, 0.145], [-0.289, -0.049, -0.255], [0.005, -0.006, 0.001], [-0.017, -0.007, -0.006], [-0.066, 0.101, -0.034], [-0.009, -0.016, -0.040], [0.001, -0.009, 0.160], [0.100, 0.001, -0.075], [0.083, 0.211, 0.028], [-0.083, 0.096, 0.003], [-0.086, -0.041, -0.019], [0.026, -0.056, 0.005], [0.041, 0.002, -0.065], [-0.044, -0.387, 0.330]]}